Arrangement A

The following is a quantum chemistry calculation of C4H6OS in the gas phase, from the OMol25 dataset.

Results
Spin multiplicity = 1
LUMO level = -0.032 Ha
Structure (SMILES) = C=CC(=S)CO

Structure (XYZ):
```
12
C4H6OS wB97M-V/def2-TZVPD
C 1.874 -0.185 -0.030
C 0.864 -1.020 -0.166
C -0.543 -0.665 -0.089
S -1.750 -1.733 -0.017
C -0.766 0.831 0.072
O -2.071 1.264 -0.257
H 1.754 0.850 0.221
H 2.876 -0.490 -0.119
H 1.069 -2.042 -0.383
H -0.059 1.369 -0.559
H -0.541 1.130 1.095
H -2.709 0.691 0.230
```

=====

Arrangement B

The following is a quantum chemistry calculation of C4H6OS in the gas phase, from the OMol25 dataset.

Results
Spin multiplicity = 1
LUMO level = 0.017 Ha
Structure (SMILES) = C[C@H]1S[C@H]1C=O

Structure (XYZ):
```
12
C4H6OS wB97M-V/def2-TZVPD
C 0.732 -0.594 -1.178
C 0.860 0.101 0.204
S 0.619 1.879 0.490
C -0.287 0.376 1.069
C -1.592 0.226 0.502
O -2.579 -0.130 1.092
H 0.398 0.118 -1.951
H 1.737 -0.950 -1.512
H 0.158 -1.512 -1.165
H 1.761 -0.234 0.918
H -0.231 0.221 2.114
H -1.577 0.498 -0.583
```

=====

Stability check: which of them is most stable? arrangement B.

=====

Arrangement A

The following is a quantum chemistry calculation of C4H6OS in the gas phase, from the OMol25 dataset.

Results
Spin multiplicity = 1
LUMO level = -0.013 Ha
Structure (SMILES) = C=C(C)C(O)=S

Structure (XYZ):
```
12
C4H6OS wB97M-V/def2-TZVPD
C -1.874 -0.233 0.524
C -0.962 0.273 -0.170
C -1.302 0.324 -1.574
C 0.399 0.084 0.403
O 0.440 -0.041 1.739
S 1.789 -0.149 -0.473
H -1.797 -0.844 1.512
H -3.048 -0.083 0.512
H -1.503 1.519 -1.973
H -0.628 -0.436 -2.153
H -2.415 -0.071 -1.675
H -0.315 -0.053 2.326
```

=====

Arrangement B

The following is a quantum chemistry calculation of C4H6OS in the gas phase, from the OMol25 dataset.

Results
Spin multiplicity = 1
LUMO level = 0.031 Ha
Structure (SMILES) = O=C(S)C1CC1

Structure (XYZ):
```
12
C4H6OS wB97M-V/def2-TZVPD
O -0.996 1.560 -0.066
C -1.130 0.361 -0.082
S -2.770 -0.401 -0.016
C 0.026 -0.550 -0.051
C 1.209 -0.052 0.752
C 1.342 -0.157 -0.712
H -3.440 0.779 0.061
H -0.270 -1.612 -0.076
H 0.969 0.938 1.164
H 1.705 -0.736 1.446
H 1.325 0.785 -1.284
H 2.031 -0.915 -1.137
```

=====

Arrangement C

The following is a quantum chemistry calculation of C4H6OS in the gas phase, from the OMol25 dataset.

Results
Spin multiplicity = 1
LUMO level = 0.028 Ha
Structure (SMILES) = C=C(C)SC=O

Structure (XYZ):
```
12
C4H6OS wB97M-V/def2-TZVPD
C 0.013 1.817 1.180
C -0.152 0.542 0.818
C 0.421 -0.572 1.758
S -0.990 0.074 -0.748
C 0.268 -0.932 -1.448
O 1.369 -0.848 -1.031
H -0.231 2.614 0.490
H 0.283 2.130 2.227
H 1.504 -0.694 1.701
H 0.019 -1.586 1.459
H 0.036 -0.436 2.838
H -0.029 -1.564 -2.357
```

=====

Arrangement D

The following is a quantum chemistry calculation of C4H6OS in the gas phase, from the OMol25 dataset.

Results
Spin multiplicity = 1
LUMO level = 0.024 Ha
Structure (SMILES) = OC(=S)C1CC1

Structure (XYZ):
```
12
C4H6OS wB97M-V/def2-TZVPD
O -1.987 -1.383 0.452
C -1.308 -0.504 -0.245
S -1.976 0.552 -1.276
C 0.133 -0.437 0.106
C 0.574 0.928 0.589
C 1.187 0.336 -0.628
H -1.260 -1.935 0.751
H 0.704 -1.243 0.609
H 0.965 1.271 1.484
H -0.097 1.729 0.318
H 2.210 -0.038 -0.557
H 0.856 0.725 -1.603
```

=====

Stability check: which of them is most stable? arrangement B.

=====

Arrangement A

The following is a quantum chemistry calculation of C4H6OS in the gas phase, from the OMol25 dataset.

Results
Spin multiplicity = 1
LUMO level = 0.025 Ha
Structure (SMILES) = C#C[C@@](C)(O)S

Structure (XYZ):
```
12
C4H6OS wB97M-V/def2-TZVPD
C -2.016 1.934 -0.545
C -1.342 1.079 -0.036
C -0.542 -0.064 0.354
C 0.902 0.005 -0.150
O -0.597 -0.103 1.798
S -1.432 -1.547 -0.147
H -2.682 2.747 -0.890
H 1.234 -1.024 0.045
H 0.808 0.178 -1.157
H 1.548 0.793 0.308
H -1.279 -0.726 2.142
H -0.919 -1.529 -1.398
```

=====

Arrangement B

The following is a quantum chemistry calculation of C4H6OS in the gas phase, from the OMol25 dataset.

Results
Spin multiplicity = 1
LUMO level = 0.034 Ha
Structure (SMILES) = C1OC[C@H]2S[C@H]12

Structure (XYZ):
```
12
C4H6OS wB97M-V/def2-TZVPD
C -0.056 -1.172 0.412
O 0.465 -0.880 -0.884
C 0.521 0.532 -1.117
C 0.254 0.984 0.333
S -1.001 1.546 1.446
C -0.936 -0.002 0.621
H 0.660 -1.299 1.231
H -0.577 -2.143 0.327
H 1.501 0.809 -1.381
H -0.162 0.897 -1.867
H 1.106 0.712 0.988
H -1.777 0.016 -0.107
```

=====

Stability check: which of them is most stable? arrangement A.

=====

Arrangement A

The following is a quantum chemistry calculation of C3H5N3O in the gas phase, from the OMol25 dataset.

Results
Spin multiplicity = 1
LUMO level = 0.023 Ha
Structure (SMILES) = Cc1nnc(O)[nH]1

Structure (XYZ):
```
12
C3H5N3O wB97M-V/def2-TZVPD
C -2.034 -0.138 -0.006
C -0.591 0.213 0.052
N -0.153 1.409 0.017
N 1.255 1.385 0.062
C 1.553 0.127 0.052
O 2.802 -0.332 0.007
N 0.481 -0.697 0.094
H -2.306 -0.626 0.960
H -2.565 0.786 -0.154
H -2.278 -0.849 -0.841
H 3.427 0.436 -0.217
H 0.409 -1.714 -0.024
```

=====

Arrangement B

The following is a quantum chemistry calculation of C3H5N3O in the gas phase, from the OMol25 dataset.

Results
Spin multiplicity = 1
LUMO level = 0.026 Ha
Structure (SMILES) = CC1=NN=CON1

Structure (XYZ):
```
12
C3H5N3O wB97M-V/def2-TZVPD
C -0.099 0.357 -1.905
C -0.414 0.184 -0.281
N -1.474 -0.216 0.216
N -1.137 -0.864 1.546
C -0.074 -0.715 2.155
O 0.824 0.158 1.590
N 0.863 0.023 0.326
H -1.064 0.327 -2.316
H 0.681 -0.311 -2.304
H 0.370 1.468 -2.074
H -0.167 -0.942 3.199
H 1.690 0.530 -0.152
```

=====

Arrangement C

The following is a quantum chemistry calculation of C3H5N3O in the gas phase, from the OMol25 dataset.

Results
Spin multiplicity = 1
LUMO level = 0.014 Ha
Structure (SMILES) = N[C@@H]1N=CC(O)=N1

Structure (XYZ):
```
12
C3H5N3O wB97M-V/def2-TZVPD
N -2.078 -0.426 0.597
C -0.770 0.147 0.452
N -0.570 1.202 -0.542
C 0.670 1.105 -0.848
C 1.231 -0.141 -0.289
O 2.490 -0.532 -0.511
N 0.366 -0.767 0.415
H -2.008 -1.280 1.146
H -2.528 -0.647 -0.282
H -0.611 0.839 1.290
H 1.218 1.885 -1.369
H 2.591 -1.386 -0.061
```

=====

Stability check: which of them is most stable? arrangement A.

=====

Arrangement A

The following is a quantum chemistry calculation of C3H5N3O in the gas phase, from the OMol25 dataset.

Results
Spin multiplicity = 1
LUMO level = -0.006 Ha

Structure (XYZ):
```
12
C3H5N3O wB97M-V/def2-TZVPD
N -0.215 -1.625 -0.591
C -0.253 -0.442 0.267
C -0.863 -0.690 1.478
O -0.743 0.483 2.127
N -0.085 1.463 1.371
C 0.230 0.893 0.237
N 0.993 1.593 -0.710
H -0.756 -1.586 -1.460
H 0.713 -2.007 -0.797
H -0.702 -2.256 0.082
H 0.561 1.628 -1.626
H 1.121 2.546 -0.378
```

=====

Arrangement B

The following is a quantum chemistry calculation of C3H5N3O in the gas phase, from the OMol25 dataset.

Results
Spin multiplicity = 1
LUMO level = 0.029 Ha
Structure (SMILES) = [H]/N=C/N=C=NCO

Structure (XYZ):
```
12
C3H5N3O wB97M-V/def2-TZVPD
H -0.856 -1.357 -3.315
N -0.653 -0.860 -2.456
C -1.277 -1.370 -1.474
N -1.157 -0.793 -0.221
C -0.355 0.123 -0.061
N 0.376 1.056 0.170
C 0.769 1.282 1.555
O 1.628 0.300 2.034
H -1.963 -2.218 -1.490
H 1.182 2.290 1.584
H -0.128 1.214 2.172
H 2.435 0.333 1.504
```

=====

Stability check: which of them is most stable? arrangement B.

=====

Arrangement A

The following is a quantum chemistry calculation of C3H5N3O in the gas phase, from the OMol25 dataset.

Results
Spin multiplicity = 1
LUMO level = 0.032 Ha
Structure (SMILES) = Nc1nc(O)c[nH]1

Structure (XYZ):
```
12
C3H5N3O wB97M-V/def2-TZVPD
N -2.019 -0.465 0.550
C -0.650 -0.289 0.237
N 0.434 -1.030 0.119
C 1.375 -0.121 -0.286
O 2.656 -0.501 -0.520
C 0.866 1.156 -0.416
N -0.471 0.996 -0.055
H -2.232 -0.693 1.507
H -2.549 -1.001 -0.118
H 2.690 -1.457 -0.372
H 1.346 2.075 -0.713
H -1.445 1.330 0.066
```

=====

Arrangement B

The following is a quantum chemistry calculation of C3H5N3O in the gas phase, from the OMol25 dataset.

Results
Spin multiplicity = 1
LUMO level = 0.036 Ha
Structure (SMILES) = NOn1cccn1

Structure (XYZ):
```
12
C3H5N3O wB97M-V/def2-TZVPD
N -2.372 -0.017 0.311
O -1.564 -0.840 -0.447
N -0.082 -0.447 -0.253
C 0.391 0.797 -0.393
C 1.730 0.703 -0.081
C 1.925 -0.649 0.235
N 0.795 -1.329 0.132
H -2.804 -0.571 1.049
H -3.076 0.378 -0.307
H -0.225 1.620 -0.693
H 2.448 1.498 -0.075
H 2.833 -1.143 0.524
```

=====

Stability check: which of them is most stable? arrangement A.

=====

Arrangement A

The following is a quantum chemistry calculation of C3H5N3O in the gas phase, from the OMol25 dataset.

Results
Spin multiplicity = 1
LUMO level = 0.021 Ha
Structure (SMILES) = [H]/N=C1/NCC=NO1

Structure (XYZ):
```
12
C3H5N3O wB97M-V/def2-TZVPD
H -1.857 2.453 1.062
N -1.927 1.492 0.622
C -0.846 0.935 0.398
N -0.761 -0.388 -0.125
C 0.427 -1.257 -0.201
C 1.432 -0.222 -0.579
N 1.585 0.927 -0.079
O 0.407 1.503 0.612
H -1.564 -0.673 -0.443
H 0.129 -2.265 -0.840
H 0.627 -1.900 0.710
H 2.347 -0.604 -1.136
```

=====

Arrangement B

The following is a quantum chemistry calculation of C3H5N3O in the gas phase, from the OMol25 dataset.

Results
Spin multiplicity = 1
LUMO level = 0.033 Ha
Structure (SMILES) = Nc1c[nH]c(O)n1

Structure (XYZ):
```
12
C3H5N3O wB97M-V/def2-TZVPD
N -0.250 -1.407 1.662
C -0.329 -0.561 0.569
C -1.253 -0.103 -0.331
N -0.511 0.745 -1.186
C 0.751 0.725 -0.743
O 1.756 1.388 -1.331
N 0.917 -0.024 0.302
H -1.004 -1.811 2.193
H 0.557 -1.088 2.171
H -2.313 -0.208 -0.508
H -0.842 1.244 -1.993
H 2.520 1.099 -0.804
```

=====

Stability check: which of them is most stable? arrangement B.

=====

Arrangement A

The following is a quantum chemistry calculation of C3H5N3O in the gas phase, from the OMol25 dataset.

Results
Spin multiplicity = 1
LUMO level = 0.033 Ha
Structure (SMILES) = Nc1conc1N

Structure (XYZ):
```
12
C3H5N3O wB97M-V/def2-TZVPD
N -1.387 0.728 0.742
C -0.303 0.498 -0.119
C 0.050 1.038 -1.309
O 1.159 0.438 -1.788
N 1.565 -0.532 -0.900
C 0.706 -0.498 0.085
N 0.845 -1.285 1.226
H -1.084 0.790 1.708
H -1.895 1.571 0.502
H -0.365 1.826 -1.922
H 0.001 -1.800 1.450
H 1.631 -1.920 1.134
```

=====

Arrangement B

The following is a quantum chemistry calculation of C3H5N3O in the gas phase, from the OMol25 dataset.

Results
Spin multiplicity = 1
LUMO level = 0.030 Ha
Structure (SMILES) = Nc1c[nH]c(=O)[nH]1

Structure (XYZ):
```
12
C3H5N3O wB97M-V/def2-TZVPD
N 1.995 -0.163 0.052
C 0.640 0.015 -0.190
C -0.108 1.130 -0.126
N -1.467 0.728 -0.226
C -1.484 -0.610 0.116
O -2.312 -1.206 0.760
N -0.221 -1.087 -0.313
H 2.456 -0.889 -0.479
H 2.509 0.706 0.024
H 0.139 2.051 0.369
H -2.226 1.335 0.042
H 0.078 -2.011 -0.030
```

=====

Stability check: which of them is most stable? arrangement B.